No. 1
This record from OMol25 describes a structure of composition C25H42CeN4O3S2 in a non-equilibrium geometry. The level of theory is the ωB97M-V functional and the def2-TZVPD basis.

ORCA input file:
```
! wB97M-V def2-TZVPD RIJCOSX def2/J DEFGRID3
* xyz -1 2
Ce 0.000 0.000 0.000
C 5.076 3.036 -0.360
C 4.805 1.746 0.423
C 5.826 1.568 1.550
C 4.771 0.528 -0.495
C 5.913 0.204 -1.251
C 5.902 -0.862 -2.142
C 4.743 -1.612 -2.311
C 3.577 -1.325 -1.576
C 2.337 -2.161 -1.885
C 1.150 -1.322 -2.369
C 1.937 -3.092 -0.740
C 3.607 -0.273 -0.629
N 2.463 0.000 0.142
C 2.479 -0.406 1.385
C 1.459 -0.308 2.429
C 1.770 -0.586 3.755
C 0.601 -0.447 4.484
C -0.393 -0.111 3.581
N 0.142 0.000 2.358
C -1.873 0.129 3.842
C -2.455 -1.052 4.646
C -2.684 0.258 2.536
C -2.041 1.427 4.654
H 5.008 3.907 0.302
H 4.341 3.168 -1.162
H 6.073 3.044 -0.813
H 3.828 1.884 0.899
H 6.852 1.510 1.171
H 5.627 0.653 2.118
H 5.779 2.412 2.248
H 6.821 0.796 -1.161
H 6.790 -1.094 -2.726
H 4.750 -2.420 -3.039
H 2.589 -2.820 -2.728
H 0.720 -0.705 -1.575
H 0.351 -1.972 -2.741
H 1.448 -0.657 -3.188
H 1.498 -2.553 0.102
H 2.799 -3.658 -0.370
H 1.186 -3.813 -1.083
H 3.398 -0.909 1.745
H 2.741 -0.860 4.150
H 0.484 -0.589 5.551
H -2.320 -2.000 4.111
H -3.528 -0.919 4.824
H -1.973 -1.155 5.624
H -2.596 -0.643 1.918
H -2.349 1.111 1.933
H -3.749 0.408 2.747
H -1.522 1.370 5.618
H -3.098 1.630 4.860
H -1.634 2.289 4.113
C 0.742 4.402 -3.091
C 0.312 4.223 -1.621
C -1.112 4.784 -1.466
C 1.293 5.003 -0.730
N 0.350 2.767 -1.353
N 0.000 2.413 0.000
H 0.722 5.458 -3.382
H 0.075 3.860 -3.772
H 1.761 4.034 -3.259
H -1.159 5.828 -1.796
H -1.453 4.760 -0.426
H -1.831 4.217 -2.070
H 1.336 6.058 -1.028
H 2.309 4.598 -0.805
H 0.997 4.979 0.324
H 1.264 2.384 -1.614
H -0.971 2.707 0.234
H 0.689 2.762 0.705
O 0.473 -5.069 1.385
S 0.042 -4.794 0.020
O 1.014 -5.081 -1.027
O -1.345 -5.122 -0.290
S 0.000 -2.758 0.000
H -2.174 0.000 0.000
*
```

Output
**Gap between HOMO and LUMO (alpha / beta)**: 3.69 / 3.73 eV
**E_HOMO (alpha / beta)**: -0.0702 / -0.0719 Ha

***

No. 2
This record from OMol25 describes a cluster of 13 separate species, C25H42Cl25IN2O3 in total in a non-equilibrium geometry. The level of theory is the ωB97M-V functional and the def2-TZVPD basis.

ORCA input file:
```
! wB97M-V def2-TZVPD RIJCOSX def2/J DEFGRID3
* xyz 0 1
C -4.111 1.729 3.918
C -5.167 0.787 3.115
I -4.554 -1.274 3.460
C -5.342 1.196 1.574
C -4.292 0.485 0.577
O -2.975 0.963 0.961
C -1.979 0.417 0.051
O -0.895 -0.055 0.894
N -0.209 -1.093 0.328
O -0.620 -2.112 0.803
C -1.552 1.659 -0.933
N -2.012 1.243 -2.312
Cl -2.537 3.194 -0.559
C 0.029 1.920 -0.976
C 0.622 2.687 0.288
C 1.410 1.976 1.448
C 1.966 2.719 2.691
C 1.745 4.257 2.807
C 1.007 5.044 1.664
C 0.474 4.242 0.458
H -3.076 1.734 3.443
H -4.553 2.765 4.105
H -3.990 1.233 4.956
H -6.197 0.922 3.612
H -5.096 2.327 1.512
H -6.404 1.091 1.166
H -4.397 -0.650 0.525
H -4.494 0.912 -0.483
H -2.407 -0.449 -0.565
H -2.945 0.789 -2.244
H -1.328 0.607 -2.746
H 0.252 2.551 -1.915
H 0.583 0.921 -1.120
H 1.523 0.835 1.328
H 2.502 2.088 3.472
H 2.130 4.789 3.734
H 0.847 6.182 1.703
H -0.071 4.777 -0.402
C -5.377 3.661 -3.188
Cl -6.240 2.401 -2.297
Cl -6.426 5.047 -3.512
H -4.525 3.992 -2.597
H -5.032 3.250 -4.136
C 1.211 -5.024 1.373
Cl 2.955 -5.135 1.109
Cl 0.426 -6.592 1.134
H 1.028 -4.689 2.393
H 0.792 -4.307 0.669
C 5.840 4.785 1.794
Cl 4.498 4.615 0.657
Cl 5.258 5.136 3.426
H 6.407 3.855 1.814
H 6.482 5.601 1.465
C -7.249 -3.206 5.620
Cl -8.576 -2.560 4.647
Cl -7.538 -2.952 7.345
H -7.158 -4.274 5.430
H -6.326 -2.701 5.337
C 5.154 6.997 -2.129
Cl 3.682 7.864 -2.588
Cl 6.581 8.027 -2.301
H 5.069 6.681 -1.090
H 5.268 6.125 -2.773
C -1.673 -6.736 4.333
Cl -2.906 -5.471 4.385
Cl -0.812 -6.855 5.872
H -2.152 -7.690 4.121
H -0.960 -6.496 3.546
C -0.715 -6.494 -2.634
Cl -0.239 -5.023 -3.489
Cl -0.482 -7.925 -3.647
H -0.106 -6.594 -1.735
H -1.766 -6.421 -2.361
C 0.483 -8.059 -7.213
Cl 2.133 -7.823 -7.801
Cl -0.692 -7.280 -8.279
H 0.271 -9.126 -7.172
H 0.398 -7.627 -6.216
C -2.042 -10.650 -1.790
Cl -3.394 -10.823 -2.915
Cl -2.614 -10.339 -0.146
H -1.458 -11.569 -1.794
H -1.420 -9.816 -2.111
C 4.860 11.607 -1.674
Cl 3.644 12.890 -1.662
Cl 5.695 11.501 -0.120
H 4.369 10.656 -1.877
H 5.590 11.819 -2.454
C 6.346 -6.403 2.855
Cl 7.242 -5.828 4.266
Cl 6.408 -5.229 1.535
H 6.784 -7.340 2.515
H 5.306 -6.562 3.137
C 6.861 6.452 -5.474
Cl 6.626 5.219 -4.228
Cl 5.777 6.189 -6.845
H 6.657 7.432 -5.045
H 7.891 6.409 -5.824
*
```

Output
**Gap between HOMO and LUMO**: 7.52 eV
**E_HOMO**: -0.3210 Ha